(1)
{"formula": "C4H10N2O2", "method": "wB97M-V/def2-TZVPD", "total_energy_ev": -11381.5922, "orbital_gap_ev": 9.024, "elements": ["C", "C", "C", "C", "O", "O", "N", "N", "H", "H", "H", "H", "H", "H", "H", "H", "H", "H"], "positions_angstrom": [[0.447, -0.024, -0.565], [-0.793, 0.523, -0.048], [0.679, -1.438, -1.034], [-1.477, 0.460, 1.283], [1.126, 0.928, -1.272], [-1.788, -0.392, -1.086], [1.218, -0.014, 1.118], [2.074, 0.846, 1.222], [2.069, 0.705, -1.281], [-2.448, 0.249, -1.383], [-0.957, 1.515, -0.481], [2.677, 0.673, 2.056], [1.600, -1.834, -0.605], [0.789, -1.454, -2.118], [-0.120, -2.101, -0.720], [-1.871, 1.457, 1.471], [-0.909, 0.136, 2.154], [-2.317, -0.234, 1.288]]}



(2)
{"formula": "C23H25AsN3O3Pd", "method": "wB97M-V/def2-TZVPD", "total_energy_ev": -99184.2992, "orbital_gap_ev": [7.767, 7.766], "total_charge": 1, "elements": ["Pd", "N", "C", "C", "C", "O", "O", "H", "H", "H", "H", "H", "H", "C", "N", "C", "N", "O", "H", "H", "H", "H", "H", "H", "C", "C", "C", "C", "C", "C", "As", "C", "C", "C", "C", "C", "C", "C", "C", "C", "C", "C", "C", "H", "H", "H", "H", "H", "H", "H", "H", "H", "H", "H", "H", "H"], "positions_angstrom": [[-0.244, -0.124, 0.572], [1.785, -0.691, 1.007], [2.191, -0.934, 2.416], [1.230, -1.956, 3.067], [-0.141, -1.421, 2.686], [-0.574, -0.442, 3.280], [-0.599, -1.858, 1.529], [1.843, -1.574, 0.507], [2.407, -0.037, 0.544], [2.122, 0.007, 2.959], [3.222, -1.284, 2.440], [1.373, -1.926, 4.145], [1.410, -2.962, 2.695], [-0.276, 5.190, 0.873], [0.165, 3.971, 0.221], [-0.062, 2.739, 0.678], [-0.813, 2.582, 1.789], [0.415, 1.759, 0.029], [-0.048, 6.032, 0.227], [0.233, 5.343, 1.826], [-1.357, 5.179, 1.032], [0.680, 4.008, -0.642], [-1.067, 3.376, 2.350], [-0.892, 1.668, 2.215], [-6.317, -0.881, 1.638], [-6.331, 0.236, 0.812], [-5.173, 0.632, 0.160], [-4.005, -0.098, 0.347], [-3.980, -1.208, 1.184], [-5.145, -1.602, 1.823], [-2.364, 0.360, -0.533], [-2.164, -0.543, -2.220], [-1.995, -1.900, -2.436], [-1.795, -2.349, -3.733], [-1.754, -1.443, -4.786], [-1.916, -0.083, -4.562], [-2.127, 0.380, -3.268], [-2.326, 1.790, -2.872], [-2.352, 2.884, -3.729], [-2.577, 4.157, -3.223], [-2.779, 4.358, -1.863], [-2.741, 3.277, -0.993], [-2.515, 2.009, -1.503], [-7.224, -1.188, 2.143], [-7.244, 0.799, 0.672], [-5.188, 1.494, -0.495], [-3.054, -1.749, 1.354], [-5.134, -2.466, 2.474], [-2.020, -2.603, -1.612], [-1.671, -3.406, -3.926], [-1.597, -1.802, -5.795], [-1.883, 0.605, -5.397], [-2.209, 2.750, -4.794], [-2.607, 5.002, -3.898], [-2.975, 5.354, -1.486], [-2.902, 3.427, 0.069]]}



(3)
{"formula": "C21H26F3NO4", "method": "wB97M-V/def2-TZVPD", "total_energy_ev": -40031.3341, "smiles": "CCO[C@@H]1OC(C(=O)NC2CC2)=C[C@H](c2ccc(C(F)(F)F)cc2)[C@H]1CCCO", "orbital_gap_ev": 9.667, "elements": ["C", "C", "O", "C", "O", "C", "C", "O", "N", "C", "C", "C", "C", "C", "C", "C", "C", "C", "C", "F", "F", "F", "C", "C", "C", "C", "C", "C", "O", "H", "H", "H", "H", "H", "H", "H", "H", "H", "H", "H", "H", "H", "H", "H", "H", "H", "H", "H", "H", "H", "H", "H", "H", "H", "H"], "positions_angstrom": [[-4.421, -1.908, -1.060], [-3.873, -0.489, -1.177], [-2.460, -0.461, -1.336], [-1.720, -0.551, -0.171], [-1.844, 0.694, 0.512], [-0.901, 0.945, 1.470], [-1.183, 2.138, 2.336], [-0.460, 2.424, 3.272], [-2.285, 2.814, 1.954], [-2.823, 3.998, 2.553], [-1.934, 5.059, 3.129], [-2.777, 4.213, 4.036], [0.192, 0.208, 1.662], [0.555, -0.951, 0.783], [2.028, -0.941, 0.464], [2.632, 0.225, 0.007], [3.971, 0.243, -0.333], [4.720, -0.919, -0.214], [6.175, -0.949, -0.581], [6.644, 0.229, -1.012], [6.430, -1.840, -1.560], [6.954, -1.312, 0.455], [4.135, -2.088, 0.255], [2.795, -2.093, 0.592], [-0.261, -0.870, -0.522], [-0.161, -2.164, -1.340], [-0.183, -1.921, -2.848], [1.152, -1.378, -3.363], [1.120, -1.073, -4.735], [-4.070, -2.392, -0.152], [-4.101, -2.499, -1.915], [-5.507, -1.878, -1.037], [-4.261, -0.012, -2.080], [-4.165, 0.109, -0.307], [-2.116, -1.337, 0.503], [-2.762, 2.456, 1.140], [-3.713, 4.319, 2.025], [-2.207, 6.091, 2.968], [-0.874, 4.869, 3.133], [-3.642, 4.650, 4.512], [-2.263, 3.473, 4.628], [0.858, 0.480, 2.464], [0.311, -1.889, 1.297], [2.047, 1.129, -0.075], [4.433, 1.150, -0.689], [4.730, -2.984, 0.352], [2.345, -3.002, 0.963], [0.105, -0.030, -1.116], [0.769, -2.677, -1.086], [-0.990, -2.820, -1.068], [-0.980, -1.218, -3.092], [-0.393, -2.866, -3.359], [1.407, -0.438, -2.868], [1.954, -2.101, -3.146], [0.869, -1.865, -5.224]]}



(4)
{"formula": "C8H16IO3P", "method": "wB97M-V/def2-TZVPD", "total_energy_ev": -32083.5900, "orbital_gap_ev": [7.742, 7.351], "elements": ["C", "C", "C", "C", "C", "C", "C", "C", "O", "O", "O", "P", "I", "H", "H", "H", "H", "H", "H", "H", "H", "H", "H", "H", "H", "H", "H", "H", "H"], "positions_angstrom": [[2.121, 1.574, -2.257], [1.734, 1.099, -1.094], [-1.709, 2.502, 2.222], [-1.121, 2.711, -0.077], [1.341, -2.300, -1.196], [0.610, -3.825, 0.875], [-1.849, 1.793, 0.889], [0.131, -2.712, -0.261], [-2.002, -0.587, -1.146], [-1.034, 0.578, 1.013], [-0.031, -1.522, 0.434], [-0.776, -0.321, -0.303], [2.479, 0.950, 0.791], [2.894, 2.313, -2.402], [1.754, 1.317, -3.235], [-0.761, 2.915, 2.326], [-2.495, 3.297, 2.363], [-1.942, 1.932, 3.137], [-1.354, 3.795, -0.141], [-1.202, 2.318, -1.050], [-0.046, 2.429, 0.001], [1.948, -1.826, -0.506], [1.730, -3.120, -1.935], [1.016, -1.529, -1.863], [0.939, -4.664, 0.237], [-0.210, -4.106, 1.577], [1.492, -3.342, 1.377], [-2.944, 1.468, 0.851], [-0.715, -3.136, -0.629]]}



(5)
{"formula": "C3H5N2", "method": "wB97M-V/def2-TZVPD", "total_energy_ev": -6158.9846, "orbital_gap_ev": 10.406, "total_charge": 1, "elements": ["C", "C", "C", "N", "N", "H", "H", "H", "H", "H"], "positions_angstrom": [[1.023, -0.502, -0.156], [-0.344, -1.045, -0.119], [-0.685, 0.455, 0.291], [2.015, -0.025, 0.322], [0.656, 0.852, -0.297], [-0.869, -1.075, -1.027], [-0.462, -1.980, 0.554], [-1.558, 1.054, -0.297], [-0.580, 0.508, 1.417], [0.805, 1.759, -0.687]]}



(6)
{"formula": "C3H4CaO4", "method": "wB97M-V/def2-TZVPD", "total_energy_ev": -29786.7712, "orbital_gap_ev": 7.325, "total_charge": 2, "elements": ["C", "C", "O", "C", "O", "O", "O", "Ca", "H", "H", "H", "H"], "positions_angstrom": [[-0.129, -0.017, 1.686], [-0.630, 0.918, 0.609], [0.206, 0.814, -0.547], [0.393, -0.351, -1.079], [-0.737, -1.035, 2.042], [0.943, -0.461, -2.181], [-0.194, -1.339, -0.493], [1.616, 0.499, -3.894], [0.858, 0.236, 2.118], [-0.559, 1.961, 0.939], [-1.664, 0.658, 0.345], [-0.105, -1.882, 0.456]]}



(7)
{"formula": "C3H2F3IO3S", "method": "wB97M-V/def2-TZVPD", "total_energy_ev": -36369.5026, "orbital_gap_ev": [8.017, 8.018], "elements": ["C", "C", "C", "O", "O", "O", "F", "F", "F", "S", "I", "H", "H"], "positions_angstrom": [[1.061, 1.376, 2.070], [0.723, 1.788, 0.898], [0.257, -1.313, -1.214], [-1.553, 0.411, -1.626], [-2.347, -1.594, -0.536], [-0.936, -0.029, 0.717], [0.898, -2.099, -0.300], [1.118, -0.365, -1.570], [-0.026, -2.103, -2.289], [-1.340, -0.595, -0.564], [-0.161, 2.340, -0.762], [1.661, 1.816, 2.885], [0.646, 0.367, 2.290]]}